DFT (ωB97M-V/def2-TZVPD) results for C48H42CoIN7O3P as an isolated structure.

Structure (XYZ):
```
103
Properties=species:S:1:pos:R:3:forces:R:3
C 0.422445 -2.843533 -3.586660 0.001 0.067 0.013
O -0.178645 1.844418 -1.139869 0.078 0.077 0.116
C 0.645552 -4.568504 -5.756143 0.002 0.002 0.013
H -0.205912 3.836291 -3.405349 -0.035 0.015 -0.019
H 2.491387 -2.600350 4.057142 -0.001 -0.008 -0.005
C 2.817653 0.225202 -1.136819 -0.040 0.000 -0.045
H 7.897487 -0.199134 -0.964816 0.014 -0.008 -0.001
H 0.692173 1.068759 -3.954931 0.008 0.024 0.011
H 2.600990 -1.316568 -4.046567 0.012 -0.031 -0.023
H -1.021292 2.641398 -4.450994 0.014 -0.002 -0.006
H 5.516184 -0.752054 -0.705998 -0.013 -0.010 -0.013
C -2.591762 0.504986 1.346201 -0.077 -0.176 0.229
H -2.681570 4.212600 -2.047926 0.009 0.018 0.009
H 1.143953 4.507035 3.705902 0.011 0.000 -0.007
H 2.722897 2.501593 4.176345 0.002 0.014 0.017
H 4.660609 3.356268 0.161726 -0.004 0.000 0.013
H -4.433124 1.406387 2.230613 -0.021 -0.028 0.034
H -5.310223 -0.407330 -0.971911 0.026 -0.009 -0.026
H -1.346407 2.511527 7.477162 -0.005 -0.004 0.014
C 4.922738 1.265568 -0.251579 0.025 -0.028 0.019
H 1.561559 2.471879 -4.066353 -0.028 -0.028 0.025
C -5.540121 -0.825814 0.002025 -0.042 -0.029 -0.040
H -1.883102 3.993266 -0.469796 0.005 -0.002 -0.015
C -1.158486 1.687347 2.471775 -0.063 0.071 -0.007
C -0.813704 -1.926059 -1.645933 -0.142 -0.013 0.006
C -4.825921 -1.554043 2.179431 -0.037 0.047 -0.004
C 0.517051 4.742532 5.743059 -0.013 -0.012 -0.011
H 0.990450 5.708294 5.854105 0.009 0.012 0.005
H -0.647905 -2.616125 3.949070 0.026 0.006 0.028
H -0.574327 -3.153798 -6.810149 0.002 0.001 -0.011
C 2.502103 -0.856958 -3.077199 0.025 0.043 0.067
C -2.376618 3.486798 -1.295628 -0.007 0.075 -0.013
N -3.602345 2.780691 -0.798244 -0.022 0.032 0.110
H -3.891766 -2.882197 -0.899665 -0.018 -0.034 0.013
H -3.666878 1.918607 -1.388620 -0.023 -0.036 0.023
P -1.348199 2.132823 -2.029049 -0.126 -0.166 -0.006
H 0.732595 -5.239499 -6.599302 -0.002 -0.015 -0.011
H 4.341320 0.312717 -2.778261 0.031 -0.002 0.003
C -0.085672 -3.395676 -5.875926 -0.009 0.018 0.005
N 0.810765 2.005265 -3.557738 0.033 -0.003 0.005
C -0.181614 4.183286 6.802791 0.002 0.000 0.002
C -0.803637 2.950419 6.651355 0.011 0.000 -0.020
C 5.846895 0.272133 -0.585129 0.010 -0.011 0.035
H -0.244384 4.708096 7.746058 -0.006 0.009 0.011
H -7.625595 -1.066218 -0.430697 -0.015 -0.003 -0.009
H 7.048680 3.906601 -0.104107 0.006 0.012 -0.001
O -2.374992 1.121879 -2.416106 0.021 0.073 -0.018
C 0.607360 4.065363 4.536314 -0.002 0.020 0.012
H -1.216436 1.319950 5.324941 0.000 -0.014 0.001
C 0.065925 -3.192632 3.364219 -0.027 -0.036 0.031
H 8.672733 2.129921 -0.666632 0.015 0.003 -0.004
C -0.199224 -2.535425 -4.792305 -0.035 -0.044 -0.006
C -0.729984 2.280510 5.441928 -0.005 0.020 0.021
N -1.093870 -1.062273 -0.620295 0.064 -0.149 0.184
C -4.524642 -0.998472 0.937592 -0.002 0.107 -0.053
C 1.312742 1.797037 2.557774 0.157 0.076 -0.086
H -3.491428 2.478526 0.187833 -0.041 -0.015 -0.145
C 1.154962 -4.020744 -3.470019 0.026 0.024 -0.038
C -3.357595 1.403511 2.148880 0.028 0.013 -0.045
N 1.610256 -0.341861 -1.013832 0.035 0.041 0.076
C 1.261379 -4.882132 -4.552299 -0.003 -0.002 -0.009
H -4.035348 -1.689483 2.907020 0.011 -0.017 0.013
C -6.123920 -1.940862 2.473996 -0.013 0.002 -0.009
C -3.124174 -0.596550 0.645192 0.069 0.024 0.055
C 3.386503 -0.040804 -2.428940 -0.042 0.024 -0.009
C 2.860039 1.303241 1.095640 0.084 0.043 0.117
C -1.955535 -2.824491 -1.888255 0.039 0.057 0.002
C 0.084823 2.088777 3.098240 -0.129 0.013 0.083
Co 0.207997 0.112907 0.333098 -0.021 0.084 -0.200
H 0.576743 -3.898269 4.012123 0.000 -0.001 0.004
H -6.348756 -2.383041 3.435009 -0.004 -0.005 0.009
C 0.321648 -1.915745 -2.424264 0.009 -0.011 -0.026
C 6.714412 2.886353 -0.233302 -0.005 -0.018 -0.013
H -8.145827 -2.064908 1.768132 -0.008 -0.001 0.007
H -4.449249 3.341546 -0.878697 0.032 -0.011 0.039
I -1.077613 -4.298935 1.962542 -0.030 -0.002 -0.018
H 1.071182 1.854334 -2.558126 0.023 0.003 -0.011
C 1.406289 -1.050514 -2.181095 0.018 -0.097 -0.058
C 5.372187 2.575639 -0.078436 0.001 0.028 -0.037
C -2.451990 2.156581 2.853386 0.107 0.005 0.006
C 3.544880 1.829924 2.278581 -0.064 -0.002 -0.046
C 2.597492 2.118635 3.178317 -0.059 -0.013 -0.060
N 2.210754 -2.074454 3.248580 -0.022 0.032 -0.014
H 1.825389 -5.799735 -4.455108 0.008 -0.008 -0.001
C -2.905244 -2.470876 -1.026705 0.063 0.056 0.024
N 1.514481 1.239643 1.323064 -0.086 -0.139 0.067
C -6.842055 -1.203768 0.301892 0.026 0.016 -0.005
C -0.471312 2.786968 -3.525252 -0.004 0.002 -0.037
C 3.494240 0.939910 -0.068854 0.046 -0.047 -0.040
H 4.611927 1.927728 2.382467 0.013 -0.001 0.000
C -7.133505 -1.763062 1.537097 0.000 -0.013 0.015
O 0.660772 -1.621039 1.675268 0.069 0.095 -0.049
H -2.648749 2.919185 3.587636 -0.011 0.012 0.010
H -1.977460 -3.593502 -2.641386 0.013 -0.039 -0.003
C 1.005049 -2.231992 2.673158 -0.007 -0.071 0.038
H 1.634634 -4.262188 -2.529669 0.012 -0.004 0.013
C -2.364835 -1.335782 -0.249552 0.033 0.002 -0.211
N -1.245880 0.743821 1.520651 0.021 0.015 -0.081
C 7.624752 1.889641 -0.552609 -0.005 -0.005 0.003
C 7.188976 0.581650 -0.725062 -0.012 0.017 0.003
C -0.011360 2.826078 4.375883 0.015 -0.038 -0.041
H 2.859866 -1.416208 2.847611 -0.011 -0.001 0.010
H -0.787583 -1.628338 -4.876761 -0.019 0.011 0.003
```
Forces are in eV/Å.

Lowest unoccupied orbital energy (alpha / beta) (Ha): -0.1964 / -0.2885
⟨S²⟩: 6.051
Multiplicity: 5
Gap between HOMO and LUMO (alpha / beta) (eV): 4.999 / 5.036
Net charge: +2

***

DFT (ωB97M-V/def2-TZVPD) results for C48H43Cl4CrN4O3PSe as an isolated structure.

Structure (XYZ):
```
105
Properties=species:S:1:pos:R:3:forces:R:3
O -2.153165 -0.071088 -0.717697 0.374 0.557 -0.053
H 2.329244 4.969300 1.906328 -0.009 0.026 -0.038
N 0.700681 0.625938 0.158837 -0.005 0.034 0.190
H 3.034011 -7.135278 1.536443 -0.023 0.018 0.001
H -5.463555 0.909817 4.575862 -0.001 0.003 -0.023
H 7.895305 -1.082299 0.177552 -0.038 0.033 -0.015
H -0.275711 3.757277 0.767982 0.047 -0.036 -0.008
C 2.937279 -6.072004 1.711946 -0.163 0.044 -0.116
C 1.639566 3.241754 -0.095861 0.123 -0.022 -0.033
C 1.354420 5.328840 -1.400110 -0.007 -0.004 -0.042
C 1.797111 -5.376196 1.179624 0.001 -0.153 0.077
H 6.523910 -3.464187 -2.220140 0.004 0.016 0.033
H 3.867489 4.265793 -1.512006 -0.014 0.036 0.037
C 4.062231 -0.361623 -0.833350 0.150 0.059 -0.089
H -3.480353 -1.975210 -1.527546 -0.071 0.039 -0.061
H 6.384141 0.277268 -2.331342 0.020 -0.032 0.001
C -5.071854 -0.100124 1.371109 0.025 0.110 0.013
H -6.236342 -0.839018 3.010436 0.022 0.041 -0.018
H -5.158471 -3.350820 -2.757662 0.000 0.032 0.000
H 4.602638 0.562298 -0.673422 0.012 -0.071 0.013
H 3.389901 2.282599 -0.918527 -0.067 0.034 0.031
C -0.042957 1.656847 0.556585 -0.068 0.003 0.085
C 2.688681 -0.358902 -0.700089 -0.179 0.448 0.228
C -1.899647 -1.732062 2.199717 0.286 0.231 -0.337
C 2.652926 -3.257163 2.176525 -0.207 -0.067 -0.183
H 7.895611 -2.973084 -1.231030 -0.022 -0.008 -0.011
H -1.343669 3.856621 -3.752493 -0.014 0.002 0.020
N 0.589538 -3.415316 0.885808 0.102 -0.052 0.202
H 0.803181 5.575300 1.248628 0.041 -0.020 -0.006
H 7.836128 -0.729367 -2.405922 -0.029 0.001 -0.001
C -2.583728 -1.653183 3.400655 -0.163 -0.016 0.223
H -7.242432 -2.305435 -3.580991 0.007 0.007 0.015
C -2.095600 3.743799 -2.980639 0.016 0.021 0.028
H 1.676608 6.365680 -1.523309 -0.020 -0.025 -0.004
C -3.790480 -2.342376 3.609370 0.122 0.087 0.161
C 1.657108 -3.964970 1.421241 0.325 0.084 0.136
C 3.851848 -5.373625 2.419636 0.059 0.235 0.083
N 1.954838 -1.478357 -0.808830 0.187 -0.070 -0.372
C 0.385345 2.965090 0.439095 -0.101 -0.019 0.000
C -5.112035 0.908418 3.551944 -0.003 0.029 -0.026
C 2.406590 2.148271 -0.490640 0.132 0.162 0.023
C -2.866761 4.835090 -2.594833 0.038 -0.026 -0.012
H 4.712452 -5.884344 2.833432 -0.002 0.048 0.007
C -5.340324 -2.296249 -2.592094 -0.009 0.056 -0.021
C -5.837176 0.402523 -2.119379 0.001 -0.064 -0.033
C 2.591630 -2.584102 -1.196079 -0.066 -0.092 -0.050
C 3.705662 -3.955286 2.654560 0.174 -0.237 0.033
C 4.745839 -1.542019 -1.126125 0.042 0.136 0.036
C -3.836458 4.689944 -1.613270 -0.025 -0.078 0.006
C -2.413589 -2.567525 1.149719 0.138 0.159 -0.135
H 6.445520 -3.620855 -0.455502 0.034 0.033 -0.031
C -3.599194 -3.257916 1.392890 -0.167 -0.002 -0.007
H 4.216515 4.251968 0.228712 -0.022 0.026 -0.036
O -1.752129 -2.643824 0.014548 0.288 -0.250 0.210
C -6.763732 -0.360550 -2.811931 0.025 -0.003 0.021
C -4.654854 -0.185490 -1.672797 -0.162 -0.003 -0.125
H 3.940545 5.778486 -0.617082 0.000 -0.018 0.004
C 6.805607 -2.993605 -1.275492 -0.011 -0.033 -0.011
H -2.712134 5.800371 -3.061769 -0.003 -0.023 -0.002
H -1.680184 1.655270 -2.654266 -0.015 0.021 0.014
H -3.849496 2.624730 3.819599 -0.008 -0.006 -0.004
H -4.804623 3.339303 -0.256530 0.032 0.001 0.012
O -0.792791 -1.038659 1.979402 -0.384 -0.192 0.136
H 6.623880 0.138615 0.165686 -0.014 -0.040 0.012
C -4.302669 -3.134419 2.603101 -0.015 -0.182 -0.126
H -6.033684 1.452437 -1.926348 0.008 -0.039 -0.015
Cl -4.648720 -2.153104 5.105435 0.125 -0.115 -0.041
H -3.005721 2.593914 1.512190 -0.032 -0.002 -0.029
C -5.545453 -0.074958 2.674767 -0.052 0.102 -0.060
C -2.286238 2.510426 -2.375940 -0.048 0.050 0.084
C -6.513361 -1.709901 -3.045024 0.016 0.013 -0.006
H -0.991227 1.391608 1.000089 -0.039 -0.027 -0.018
Cl -5.817814 -3.957401 2.811121 0.128 0.092 -0.001
H 6.363002 -1.396165 1.006135 0.037 -0.002 -0.029
C 3.626636 4.735421 -0.555052 0.031 -0.012 -0.018
C -4.160447 0.864223 0.934781 -0.101 -0.012 0.202
H -5.393026 -0.890020 0.702168 -0.019 0.045 0.001
H -7.683133 0.090162 -3.164342 0.015 -0.008 0.001
C -4.399937 -1.534985 -1.907938 -0.014 0.039 0.015
Cl -1.901805 -0.654459 4.647582 -0.091 -0.050 -0.064
C -3.261077 2.355697 -1.386799 0.071 0.072 -0.099
C 2.129575 4.675628 -0.247321 -0.004 0.017 -0.020
H 0.280860 5.321906 -1.204309 -0.007 0.002 -0.019
H 4.457393 -3.445200 3.245452 0.007 -0.049 -0.019
H 1.974189 -3.456724 -1.362378 -0.029 -0.050 0.067
P -3.430977 0.688916 -0.696888 0.024 -0.308 -0.003
H 2.528253 -2.196926 2.362970 -0.028 -0.026 0.011
Se -0.378236 -4.676103 0.075673 -0.327 -0.076 -0.101
H 1.530171 4.799216 -2.340259 -0.008 0.024 0.043
Cl -4.219351 -4.273898 0.120074 0.084 -0.005 0.155
C -3.727631 1.847631 1.827278 0.038 -0.067 0.003
C 6.268891 -1.566125 -1.166831 -0.054 0.014 -0.004
C 6.744335 -0.752929 -2.377749 0.022 0.022 -0.025
C 3.961907 -2.661142 -1.360716 -0.039 -0.106 -0.056
H 6.387011 -1.195338 -3.309892 0.009 0.010 0.018
C 6.814380 -0.935481 0.124135 -0.002 -0.006 0.030
C -4.038712 3.451204 -1.014887 -0.013 -0.030 -0.042
N 0.827920 -5.919889 0.468923 0.172 -0.068 0.052
H 2.294796 6.462001 0.954337 -0.020 -0.023 0.010
C 1.868981 5.460552 1.045652 0.006 -0.002 0.041
C -4.202929 1.869976 3.128673 -0.007 -0.046 -0.021
H -4.441906 5.537959 -1.317110 0.019 -0.028 0.001
Cr 0.166616 -1.395615 0.349346 -0.821 -0.046 0.101
C 1.914344 0.867770 -0.333060 0.245 -0.358 -0.244
H 4.394292 -3.610964 -1.642124 -0.028 0.032 0.036
```
Forces are in eV/Å.

Lowest unoccupied orbital energy (alpha / beta) (Ha): -0.0248 / -0.0283
⟨S²⟩: 6.016
Multiplicity: 5
Gap between HOMO and LUMO (alpha / beta) (eV): 5.624 / 5.672
Net charge: 0